[1]
C14H11BN2O6 | the ωB97M-V functional and the def2-TZVPD basis

CARTESIAN COORDINATES (ANGSTROEM)
C1 0.139 -2.698 3.101
C2 -0.101 -1.767 2.197
C3 -0.134 -0.435 1.281
C4 -1.216 0.646 1.694
C5 -1.274 1.953 0.820
C6 -0.314 2.122 -0.424
C7 0.769 1.071 -0.859
C8 0.873 -0.245 0.045
N1 1.907 -1.240 -0.342
C9 2.866 -1.533 0.751
C10 3.927 -2.770 0.744
O1 2.940 -0.762 1.784
C11 1.275 -2.464 -0.910
C12 0.750 -2.341 -2.455
O2 1.073 -3.560 -0.302
C13 -0.746 3.543 -1.031
O3 -0.128 4.331 -1.804
N2 -2.101 3.887 -0.464
B1 -3.282 3.208 -1.098
O4 -3.269 2.417 -2.312
O5 -4.576 3.325 -0.401
C14 -2.173 3.280 0.920
O6 -2.759 3.710 1.959
H1 0.093 -3.350 4.044
H2 -1.933 0.526 2.581
H3 1.436 1.266 -1.776
H4 3.607 -3.641 0.070
H5 3.922 -3.182 1.836
H6 5.006 -2.416 0.548
H7 1.545 -2.649 -3.223
H8 -0.185 -3.019 -2.514
H9 0.365 -1.250 -2.604
H10 -3.572 1.514 -2.018
H11 -4.729 2.520 0.162

Its energy relative to the best compared isomer or geometry (same formula, charge and spin) is 204.2 kcal/mol. The orbital gap is 7.756 eV. The value obtained for the energy is -30630.1881 eV. The value obtained for the max |F| is 6.96 eV/Å. As for the SMILES: C#Cc1cc2c(cc1N(C(C)=O)C(C)=O)C(=O)N(B(O)O)C2=O. The value obtained for the HOMO energy is -9.48 eV.

=====

[2]
C4H7NO2 | the ωB97M-V functional and the def2-TZVPD basis

CARTESIAN COORDINATES (ANGSTROEM)
C1 1.391 -1.054 0.257
C2 0.439 0.068 -0.075
C3 0.827 1.216 -0.618
O1 -0.946 -1.265 -1.163
C4 -0.998 -0.187 0.218
O2 -1.332 -1.371 0.611
N1 -1.906 0.818 0.314
H1 2.417 -0.692 0.170
H2 1.212 -1.398 1.278
H3 1.264 -1.919 -0.403
H4 0.147 2.016 -0.898
H5 1.880 1.385 -0.796
H6 -2.808 0.613 0.720
H7 -1.589 1.771 0.387

Its energy relative to the best compared isomer or geometry (same formula, charge and spin) is 137.5 kcal/mol. The orbital gap (spin up / spin down) is 8.333 / 8.322 eV. The value obtained for the energy is -9841.3166 eV. The value obtained for the max |F| is 3.78 eV/Å. The value obtained for the HOMO energy (spin up / spin down) is -9.38 / -9.38 eV.

=====

[3]
C25H38N2O7S | the ωB97M-V functional and the def2-TZVPD basis

CARTESIAN COORDINATES (ANGSTROEM)
C1 -0.194 4.335 -2.598
C2 -0.852 3.679 -3.810
C3 -0.494 2.192 -3.810
C4 -0.961 1.366 -5.046
C5 -1.919 2.136 -5.966
C6 0.280 0.993 -5.868
O1 -0.104 0.602 -7.195
S1 0.346 -0.861 -7.622
O2 1.427 -0.746 -8.532
O3 -0.770 -1.661 -7.956
O4 0.870 -1.288 -6.187
C7 1.202 -0.162 -5.367
C8 1.163 -0.499 -3.907
C9 -0.083 -1.273 -3.476
O5 0.238 -2.301 -2.527
C10 0.273 -2.019 -1.218
C11 0.115 -0.596 -0.736
O6 0.460 -2.947 -0.430
C12 2.693 0.208 -5.763
O7 3.461 0.688 -4.694
C13 3.507 2.100 -4.547
H1 0.886 4.245 -2.673
H2 -0.472 3.766 -1.712
H3 -0.471 5.375 -2.485
H4 -0.407 4.102 -4.705
H5 -1.921 3.839 -3.796
H6 -0.905 1.723 -2.917
H7 0.591 2.173 -3.787
H8 -1.501 0.466 -4.760
H9 -2.338 1.448 -6.690
H10 -2.750 2.535 -5.398
H11 -1.396 2.909 -6.517
H12 0.810 1.930 -6.022
H13 2.007 -1.160 -3.720
H14 1.343 0.383 -3.312
H15 -0.452 -1.802 -4.347
H16 -0.891 -0.634 -3.141
H17 0.096 -0.637 0.342
H18 0.884 0.071 -1.101
H19 -0.857 -0.219 -1.046
H20 3.143 -0.716 -6.111
H21 2.695 0.883 -6.613
H22 3.040 2.623 -5.376
H23 3.026 2.375 -3.610
H24 4.543 2.421 -4.497
C14 -1.631 1.312 10.835
N1 -1.313 0.486 9.642
C15 -1.050 -0.820 9.808
C16 -0.782 -1.629 8.729
C17 -0.790 -1.092 7.443
C18 -1.050 0.268 7.304
C19 -1.307 1.035 8.418
C20 -0.547 -1.944 6.251
C21 -1.491 -2.027 5.233
C22 -1.235 -2.802 4.122
N2 -0.082 -3.475 4.007
C23 0.841 -3.424 4.980
C24 0.633 -2.671 6.111
C25 0.201 -4.284 2.793
H25 -0.804 1.240 11.537
H26 -2.547 0.932 11.280
H27 -1.768 2.343 10.530
H28 -1.067 -1.198 10.821
H29 -0.588 -2.678 8.900
H30 -1.049 0.743 6.333
H31 -1.514 2.092 8.350
H32 -2.434 -1.503 5.296
H33 -1.943 -2.894 3.311
H34 1.745 -3.995 4.824
H35 1.404 -2.645 6.869
H36 0.399 -5.305 3.105
H37 1.064 -3.857 2.288
H38 -0.656 -4.256 2.129

Its energy relative to the best compared isomer or geometry (same formula, charge and spin) is 9.7 kcal/mol. The total charge is +2. The orbital gap is 4.998 eV. The value obtained for the energy is -54673.2555 eV. The value obtained for the max |F| is 2.60 eV/Å. The value obtained for the HOMO energy is -12.73 eV.

=====

[4]
C4H13NOS | the ωB97M-V functional and the def2-TZVPD basis

CARTESIAN COORDINATES (ANGSTROEM)
C1 0.971 -0.794 -2.372
C2 -0.284 -1.567 -1.846
N1 -1.059 -0.681 -0.947
C3 -1.417 -0.909 0.578
C4 -0.222 -1.265 1.392
S1 0.451 0.447 1.652
H1 1.415 -0.177 -1.602
H2 0.723 0.059 -3.033
H3 1.745 -1.508 -2.710
H4 -1.028 -1.778 -2.708
H5 -0.109 -2.619 -1.334
H6 -0.808 0.330 -1.064
H7 -1.828 0.017 0.937
H8 -2.102 -1.769 0.511
H9 0.345 -2.038 0.927
H10 -0.536 -1.605 2.384
H11 1.502 0.409 0.880
O1 0.640 3.660 0.048
H12 1.422 3.186 -0.294
H13 0.054 3.037 0.410

Its energy relative to the best compared isomer or geometry (same formula, charge and spin) is 49.5 kcal/mol. The orbital gap is 9.036 eV. The value obtained for the energy is -18729.8642 eV. The value obtained for the max |F| is 4.61 eV/Å. As for the SMILES: CCNCCS.O. The value obtained for the HOMO energy is -8.43 eV.

=====

[5]
C4H4N2 | the ωB97M-V functional and the def2-TZVPD basis

CARTESIAN COORDINATES (ANGSTROEM)
C1 -1.266 0.254 -0.240
C2 -0.418 1.088 0.384
N1 0.768 0.388 0.750
C3 1.417 -0.335 -0.252
N2 0.669 -1.170 -0.907
C4 -0.388 -0.913 -0.019
H1 -2.209 0.357 -0.766
H2 -0.518 2.132 0.663
H3 2.484 -0.202 -0.420
H4 -0.539 -1.600 0.806

Its energy relative to the best compared isomer or geometry (same formula, charge and spin) is 95.3 kcal/mol. The orbital gap is 9.534 eV. The value obtained for the energy is -7188.5541 eV. The value obtained for the max |F| is 1.42 eV/Å. The value obtained for the HOMO energy is -9.21 eV.

=====

[6]
C24H36F6O12Pb | the ωB97M-V functional and the def2-TZVPD basis

CARTESIAN COORDINATES (ANGSTROEM)
Pb1 10.898 -3.576 24.177
C1 14.022 -4.184 23.961
O1 12.892 -5.106 23.791
O2 13.439 -3.055 24.366
C2 15.140 -4.959 24.713
F1 16.077 -4.131 25.234
F2 14.647 -5.727 25.696
F3 15.821 -5.745 23.845
C3 13.033 -6.190 22.898
C4 11.721 -6.924 22.672
H1 10.889 -6.217 22.733
H2 11.649 -7.382 21.688
H3 11.573 -7.695 23.431
H4 13.811 -6.928 23.131
H5 13.416 -5.846 21.926
H6 14.474 -4.031 22.957
C5 7.587 -4.255 24.551
O3 8.190 -3.871 25.807
O4 8.487 -4.056 23.598
C6 6.902 -5.655 24.538
F4 5.882 -5.736 25.436
F5 6.326 -5.871 23.352
F6 7.760 -6.649 24.823
C7 7.661 -4.389 27.004
C8 8.343 -3.733 28.183
H7 8.356 -2.640 28.128
H8 7.911 -4.054 29.130
H9 9.424 -3.924 28.197
H10 7.843 -5.466 27.067
H11 6.599 -4.149 27.131
H12 6.726 -3.576 24.418
O5 10.571 -1.869 26.020
C9 10.552 -0.758 26.474
O6 10.443 0.329 25.702
C10 10.501 1.538 26.482
C11 11.069 1.084 27.823
C12 10.566 -0.328 27.943
H13 9.449 1.837 26.524
H14 11.119 2.294 26.003
H15 10.773 1.791 28.598
H16 12.159 1.045 27.789
H17 9.513 -0.446 28.225
H18 11.103 -1.089 28.502
O7 10.479 -1.127 22.993
C13 10.095 -0.382 22.142
O8 10.270 -0.659 20.829
C14 9.991 0.506 20.039
C15 10.005 1.647 21.057
C16 9.460 0.964 22.326
H19 9.032 0.467 19.520
H20 10.802 0.650 19.328
H21 9.433 2.504 20.708
H22 11.051 1.916 21.230
H23 8.387 0.938 22.128
H24 9.742 1.389 23.279
O9 11.105 -3.767 21.562
C17 11.900 -3.689 20.668
O10 12.194 -4.746 19.889
C18 13.283 -4.427 19.014
C19 13.991 -3.244 19.662
C20 12.844 -2.550 20.375
H25 12.890 -4.198 18.018
H26 13.907 -5.307 18.862
H27 14.480 -2.594 18.938
H28 14.758 -3.563 20.368
H29 12.340 -1.824 19.732
H30 13.112 -1.988 21.267
O11 10.845 -5.446 25.896
C21 11.057 -6.553 26.311
O12 12.195 -6.873 26.939
C22 12.306 -8.269 27.188
C23 11.167 -8.911 26.375
C24 10.170 -7.780 26.166
H31 12.199 -8.440 28.261
H32 13.260 -8.698 26.889
H33 10.671 -9.760 26.844
H34 11.547 -9.262 25.414
H35 9.369 -7.812 26.903
H36 9.716 -7.688 25.184

Its energy relative to the best compared isomer or geometry (same formula, charge and spin) is 20.9 kcal/mol. The orbital gap is 7.776 eV. The value obtained for the energy is -71594.9445 eV. The value obtained for the max |F| is 2.53 eV/Å. The value obtained for the HOMO energy is -7.32 eV.

=====

- Which value of max |F| does entry 6 give?
  2.53 eV/Å

=====

- What is the energy in the sixth record?
  -71594.9445 eV

=====

- Among the records above, which one has the lowest energy relative to the best compared isomer or geometry (same formula, charge and spin)?
  C25H38N2O7S